#A
192
Properties=species:S:1:pos:R:3:lowdin_charge:R:1 method="wB97M-V/def2-TZVPD" total_charge=0 smiles=COCCNCCOC.COCCNCCOC.COCCNCCOC.COCCNCCOC.COCCNCCOC.COCCNCCOC.COCCNCCOC.COCCNCCOC gap_ev=8.73
C -0.67279 -3.35919 -3.24935 -0.072
O -0.45053 -2.16748 -2.50035 -0.231
C -1.55252 -1.23977 -2.45657 -0.171
C -1.04975 0.07923 -1.84021 -0.187
N -0.96950 -0.07458 -0.37791 -0.035
C -0.53864 1.19960 0.23010 -0.167
C -0.59358 1.13214 1.76950 -0.187
O 0.54913 0.46781 2.34719 -0.214
C 0.81360 0.70268 3.73074 -0.083
H -1.60570 -3.83503 -2.94712 0.070
H 0.02416 -4.18082 -3.08418 0.094
H -0.68011 -3.03843 -4.29107 0.081
H -2.36857 -1.67435 -1.87923 0.115
H -1.89814 -1.08986 -3.47939 0.095
H -1.61628 0.97043 -2.11024 0.098
H -0.01111 0.17387 -2.15703 0.089
H -0.16928 -0.68677 -0.30728 0.070
H -1.12818 2.00302 -0.21153 0.120
H 0.49827 1.37570 -0.05610 0.097
H -1.51225 0.62165 2.05856 0.104
H -0.67159 2.15737 2.13134 0.111
H 1.77155 0.25763 3.99979 0.082
H -0.04439 0.36643 4.31288 0.084
H 0.94415 1.77641 3.86560 0.064
C -0.39482 3.27476 -4.26040 -0.114
O 0.04038 2.48701 -5.33997 -0.192
C 0.38354 1.09847 -5.03952 -0.168
C 1.10476 0.53001 -6.30167 -0.173
N 1.61541 -0.81678 -6.06147 -0.067
C 2.28425 -1.47044 -7.18017 -0.198
C 2.39946 -2.92363 -6.83087 -0.237
O 1.08102 -3.44478 -6.73840 -0.195
C 1.04026 -4.83598 -6.51591 -0.098
H -1.12996 2.78855 -3.61911 0.073
H -0.80617 4.20060 -4.66255 0.086
H 0.48256 3.47364 -3.64497 0.073
H -0.46612 0.49032 -4.72910 0.097
H 1.00983 1.03510 -4.14967 0.088
H 1.90472 1.24337 -6.49986 0.119
H 0.43475 0.53136 -7.16142 0.113
H 1.00173 -1.45186 -5.57141 0.099
H 3.26584 -1.01278 -7.30316 0.123
H 1.68690 -1.37919 -8.08734 0.117
H 3.03590 -3.10062 -5.96385 0.113
H 2.93073 -3.49217 -7.59415 0.119
H 1.77560 -5.19608 -5.79639 0.077
H 1.16906 -5.30496 -7.49140 0.095
H 0.08605 -5.10430 -6.06251 0.079
C -3.69904 -3.00341 -5.21400 -0.118
O -3.07332 -4.25433 -5.04897 -0.188
C -3.80956 -5.13651 -4.21815 -0.234
C -3.63723 -6.59380 -4.56978 -0.231
N -2.35626 -7.04848 -4.13628 -0.079
C -2.25399 -8.48136 -4.32788 -0.188
C -0.74436 -8.94269 -4.14092 -0.170
O 0.24659 -8.14497 -4.80558 -0.224
C 1.59380 -8.21437 -4.35903 -0.099
H -3.08513 -2.34534 -5.82894 0.092
H -3.99129 -2.54235 -4.27055 0.080
H -4.67684 -3.09064 -5.68771 0.084
H -4.89222 -5.02454 -4.27655 0.117
H -3.55963 -5.02572 -3.16299 0.113
H -3.70699 -6.71915 -5.65030 0.125
H -4.41107 -7.18816 -4.08396 0.127
H -1.60154 -6.72316 -4.72335 0.096
H -2.62841 -8.67054 -5.33392 0.108
H -2.88019 -8.95589 -3.57237 0.116
H -0.52080 -9.95718 -4.47094 0.114
H -0.50267 -8.91182 -3.07850 0.110
H 2.08961 -7.33985 -4.78034 0.070
H 2.04356 -9.07097 -4.86110 0.083
H 1.81431 -8.28652 -3.29401 0.089
C -3.79178 1.14329 -4.56685 -0.111
O -3.93808 0.75696 -3.22478 -0.218
C -5.17875 1.11355 -2.57398 -0.197
C -5.33600 0.27577 -1.26577 -0.200
N -4.36825 0.77695 -0.30838 -0.037
C -4.52396 0.21169 1.05098 -0.184
C -4.03205 -1.23916 1.25533 -0.183
O -5.06440 -2.20259 0.86516 -0.199
C -4.62506 -3.51914 0.67315 -0.126
H -4.56475 0.62709 -5.13620 0.086
H -2.88544 0.83391 -5.08737 0.074
H -3.81162 2.23195 -4.61683 0.090
H -6.06232 1.00057 -3.20218 0.109
H -5.31701 2.16653 -2.32857 0.114
H -5.22001 -0.74639 -1.62611 0.108
H -6.38398 0.36659 -0.98017 0.122
H -3.41849 0.56194 -0.57641 0.071
H -5.52590 0.33913 1.46085 0.117
H -3.92256 0.92542 1.61401 0.097
H -3.63266 -1.40186 2.25639 0.114
H -3.16983 -1.34917 0.59763 0.081
H -5.50703 -4.14837 0.55359 0.091
H -3.92825 -3.88876 1.42545 0.080
H -3.96372 -3.54347 -0.19294 0.068
C -0.40680 -2.89960 1.10868 -0.097
O 0.70403 -2.16850 0.59107 -0.221
C 1.95711 -2.85903 0.81743 -0.180
C 2.95969 -2.44390 -0.25114 -0.185
N 2.46750 -2.68478 -1.63991 -0.029
C 3.24244 -1.97112 -2.64923 -0.193
C 2.93605 -0.50158 -2.82394 -0.197
O 3.62441 0.23632 -1.79553 -0.196
C 3.27071 1.56247 -1.59519 -0.121
H -1.11240 -2.27491 1.65639 0.071
H -0.24038 -3.78614 1.72059 0.087
H -0.95645 -3.28421 0.24958 0.080
H 1.80890 -3.93817 0.85740 0.117
H 2.31471 -2.56199 1.80333 0.111
H 3.93531 -2.92771 -0.20407 0.111
H 3.15629 -1.38252 -0.09975 0.104
H 1.47533 -2.49712 -1.66140 0.063
H 3.04367 -2.42580 -3.61972 0.093
H 4.32008 -2.07562 -2.52325 0.124
H 1.86539 -0.33187 -2.70996 0.086
H 3.20040 -0.12665 -3.81270 0.112
H 3.35117 2.13994 -2.51614 0.089
H 3.91392 2.04482 -0.85917 0.082
H 2.24640 1.64800 -1.23245 0.064
C -1.53195 10.36791 -1.85500 -0.094
O -0.60161 9.26419 -1.62757 -0.202
C -1.01356 8.04055 -2.31610 -0.187
C 0.08832 6.91156 -2.37599 -0.190
N 0.43055 6.35623 -1.07116 -0.089
C 1.51515 5.42441 -1.03279 -0.207
C 1.83048 5.04480 0.44725 -0.183
O 2.74607 3.94468 0.50662 -0.202
C 2.66367 3.14029 1.69011 -0.081
H -1.23800 11.26441 -1.30912 0.082
H -2.50247 10.14958 -1.40945 0.077
H -1.68007 10.56760 -2.91627 0.081
H -1.35292 8.19946 -3.33967 0.109
H -1.88502 7.62968 -1.80636 0.112
H 0.95576 7.40042 -2.81944 0.111
H -0.16197 6.08193 -3.03717 0.100
H 0.60666 7.17821 -0.51131 0.108
H 2.35177 5.83283 -1.59967 0.117
H 1.21456 4.51626 -1.55530 0.103
H 0.86827 4.77774 0.88420 0.115
H 2.25251 5.87084 1.01966 0.119
H 1.71761 2.60711 1.78385 0.061
H 2.97231 3.59808 2.62992 0.072
H 3.36133 2.31321 1.55847 0.087
C 5.23072 -3.66291 3.16036 -0.099
O 4.99050 -2.99839 4.40179 -0.185
C 5.06564 -1.56156 4.27494 -0.237
C 4.50738 -0.97831 5.50854 -0.223
N 4.52712 0.49926 5.31840 -0.045
C 3.87720 1.13179 6.50705 -0.190
C 3.92231 2.65891 6.40782 -0.228
O 2.90403 3.07625 5.51049 -0.216
C 2.91757 4.49034 5.38054 -0.132
H 4.80255 -4.65781 3.28262 0.086
H 6.31043 -3.78427 3.07328 0.085
H 4.79447 -3.19310 2.27884 0.067
H 4.49194 -1.19069 3.42557 0.114
H 6.09106 -1.21998 4.13364 0.129
H 5.12252 -1.21720 6.37608 0.124
H 3.51232 -1.37477 5.71047 0.119
H 4.23485 0.81100 4.40325 0.095
H 4.33492 0.82156 7.44638 0.118
H 2.83385 0.84228 6.63239 0.109
H 4.88063 2.92130 5.95962 0.122
H 3.83115 3.15815 7.37247 0.113
H 2.94376 5.11721 6.27185 0.086
H 2.07679 4.78214 4.75121 0.086
H 3.77255 4.88798 4.83376 0.081
C 0.67987 3.58403 11.79988 -0.094
O 0.21978 3.60824 10.45706 -0.181
C 1.12926 3.19974 9.50817 -0.258
C 0.59981 3.34546 8.05143 -0.147
N -0.54637 2.38168 7.79515 -0.036
C -1.12136 2.43426 6.43621 -0.219
C -2.48758 1.77266 6.35921 -0.222
O -3.31216 2.18310 7.44561 -0.195
C -4.69060 1.81455 7.26258 -0.100
H 0.02581 4.14787 12.46500 0.089
H 1.62978 4.11582 11.85437 0.079
H 0.87015 2.55590 12.10784 0.088
H 1.39789 2.15246 9.64656 0.121
H 2.06582 3.75508 9.55852 0.111
H 1.37976 2.95817 7.39585 0.082
H 0.36236 4.35821 7.72578 0.114
H -1.31483 2.46658 8.44505 0.090
H -0.40320 2.10486 5.68532 0.083
H -1.20631 3.43985 6.02429 0.108
H -2.33608 0.71613 6.58035 0.123
H -2.86039 1.98144 5.35645 0.121
H -5.19626 2.22645 8.13593 0.082
H -4.97241 0.76491 7.17925 0.087
H -5.16291 2.42307 6.49139 0.082

---

#B
192
Properties=species:S:1:pos:R:3:lowdin_charge:R:1 method="wB97M-V/def2-TZVPD" total_charge=0 smiles=COCCNCCOC.COCCNCCOC.COCCNCCOC.COCCNCCOC.COCCNCCOC.COCCNCCOC.COCCNCCOC.COCCNCCOC gap_ev=8.57
C -3.90026 -4.40480 -2.05121 -0.123
O -4.24148 -3.41982 -1.13421 -0.185
C -5.65989 -3.42710 -0.98654 -0.210
C -6.08902 -2.24730 -0.05434 -0.180
N -5.55187 -2.42941 1.30231 -0.055
C -6.39243 -3.40632 2.08048 -0.219
C -5.69232 -3.62869 3.39526 -0.193
O -4.42763 -4.40362 3.35785 -0.168
C -3.62766 -4.19763 4.43982 -0.189
H -4.02738 -4.13371 -3.09928 0.094
H -4.36581 -5.35135 -1.77661 0.080
H -2.82356 -4.49235 -1.90576 0.076
H -6.05599 -4.39262 -0.67195 0.113
H -6.13379 -3.19058 -1.93921 0.116
H -7.15293 -2.01193 -0.02595 0.115
H -5.55942 -1.33121 -0.31589 0.109
H -4.75186 -3.04421 1.25647 0.082
H -6.55355 -4.41430 1.69821 0.117
H -7.27310 -2.81683 2.33547 0.122
H -6.32912 -4.15591 4.10564 0.122
H -5.59546 -2.57824 3.66960 0.118
H -4.18320 -4.26336 5.37531 0.078
H -3.02448 -3.30711 4.61659 0.085
H -2.94097 -5.02034 4.63908 0.085
C -1.33294 2.68528 9.10496 -0.081
O -1.73434 3.96123 8.55974 -0.197
C -3.09342 4.08692 8.23532 -0.256
C -3.35893 4.83349 6.96802 -0.243
N -3.40542 4.05114 5.80346 -0.085
C -2.20560 3.40221 5.23601 -0.188
C -2.33674 2.38650 4.11015 -0.144
O -2.96163 3.30188 3.13329 -0.253
C -3.84840 2.55262 2.23899 -0.060
H -0.37694 2.83465 9.60683 0.090
H -1.24598 2.05664 8.21876 0.060
H -2.07644 2.24002 9.76606 0.085
H -3.57898 4.47441 9.13097 0.121
H -3.67487 3.17873 8.07657 0.124
H -2.79356 5.75812 6.85171 0.125
H -4.41410 5.06810 7.10829 0.125
H -3.82116 4.52125 5.01210 0.107
H -1.78793 2.98153 6.15071 0.098
H -1.64734 4.31884 5.04563 0.121
H -2.98489 1.60804 4.51265 0.128
H -1.43751 2.11547 3.55696 0.105
H -4.66103 3.18132 1.87504 0.082
H -4.26373 1.62118 2.62373 0.083
H -3.12093 2.39785 1.44217 0.072
C 6.45538 -3.71477 -2.31164 -0.117
O 5.18116 -4.24126 -1.99656 -0.175
C 4.37530 -3.47124 -1.14430 -0.224
C 5.00121 -2.97848 0.16638 -0.238
N 5.25571 -4.03890 1.14283 -0.053
C 5.86133 -3.48045 2.30041 -0.206
C 5.73814 -4.54690 3.47388 -0.194
O 6.58309 -4.18692 4.53153 -0.202
C 7.67787 -5.02748 4.85844 -0.115
H 6.39666 -2.73770 -2.79122 0.086
H 6.97952 -4.45774 -2.91278 0.094
H 7.10112 -3.43293 -1.47996 0.071
H 3.46869 -4.05259 -0.97638 0.119
H 4.22756 -2.49336 -1.60258 0.116
H 4.22672 -2.31257 0.54694 0.118
H 5.85063 -2.38617 -0.17387 0.104
H 5.84383 -4.64680 0.59086 0.114
H 5.45379 -2.51253 2.59222 0.121
H 6.91767 -3.25321 2.15680 0.113
H 5.91914 -5.57534 3.16141 0.116
H 4.76350 -4.43134 3.94803 0.115
H 7.78220 -6.07633 4.58073 0.083
H 7.70457 -5.04163 5.94803 0.081
H 8.57464 -4.52105 4.50145 0.079
C 1.46213 -4.54868 1.49610 -0.128
O 0.30025 -5.03302 0.86968 -0.229
C -0.69034 -3.96764 0.67580 -0.141
C -0.31826 -2.97068 -0.47630 -0.204
N 0.12647 -1.66550 -0.10760 -0.071
C -0.91203 -0.68054 0.13724 -0.167
C -0.20801 0.76215 0.37803 -0.174
O 0.19446 1.21476 -0.92943 -0.215
C 0.90559 2.44958 -1.11215 -0.082
H 1.23119 -4.37769 2.54754 0.086
H 1.95782 -3.73276 0.97011 0.070
H 2.17516 -5.35805 1.65303 0.083
H -0.96425 -3.52939 1.63549 0.115
H -1.47502 -4.69070 0.45315 0.101
H -0.96492 -2.92522 -1.35258 0.113
H 0.59827 -3.43285 -0.84300 0.109
H 0.40142 -1.42493 -1.04921 0.103
H -1.42897 -0.95310 1.05734 0.112
H -1.57355 -0.38238 -0.67614 0.116
H 0.65654 0.76118 1.04186 0.105
H -0.94566 1.41611 0.84311 0.089
H 0.16712 3.21842 -1.33944 0.053
H 1.62172 2.37382 -1.93040 0.085
H 1.35708 2.73863 -0.16310 0.073
C -5.18731 -13.13453 -3.62933 -0.083
O -3.82950 -12.97404 -3.12659 -0.192
C -3.53067 -11.68228 -2.67254 -0.230
C -4.19537 -11.43227 -1.31042 -0.173
N -4.17517 -9.94653 -1.14297 -0.064
C -3.88132 -9.38832 0.16264 -0.241
C -3.66455 -7.89917 -0.02792 -0.153
O -2.64723 -7.56546 -1.09090 -0.216
C -1.32439 -7.55825 -0.63923 -0.135
H -5.30741 -12.67689 -4.61129 0.082
H -5.96768 -12.77556 -2.95831 0.077
H -5.41056 -14.18436 -3.81934 0.082
H -3.95666 -11.00748 -3.41503 0.114
H -2.47783 -11.41238 -2.75480 0.129
H -3.66400 -11.91443 -0.48989 0.106
H -5.19568 -11.76252 -1.03037 0.110
H -3.44360 -9.52375 -1.69629 0.081
H -3.05978 -9.84591 0.71381 0.110
H -4.67470 -9.58337 0.88417 0.117
H -3.48777 -7.37217 0.90969 0.118
H -4.56306 -7.45768 -0.45904 0.107
H -0.77409 -6.88631 -1.29785 0.088
H -0.93042 -8.57434 -0.61797 0.087
H -1.11957 -7.04766 0.30175 0.068
C -4.04196 9.93170 -7.02477 -0.075
O -3.85136 9.04091 -5.88630 -0.215
C -4.34861 9.60231 -4.67756 -0.231
C -4.61406 8.38119 -3.77797 -0.230
N -3.29330 7.80224 -3.53144 -0.041
C -3.38202 6.32281 -3.45303 -0.205
C -2.06049 5.78242 -3.09729 -0.241
O -1.23441 5.31648 -4.18115 -0.172
C -0.04924 4.70067 -3.63694 -0.096
H -5.11681 9.89012 -7.20102 0.090
H -3.39695 9.42500 -7.74261 0.084
H -3.56753 10.91183 -7.07342 0.083
H -5.30736 10.09996 -4.82327 0.116
H -3.62490 10.20613 -4.13007 0.124
H -5.31906 7.69094 -4.24126 0.112
H -5.18176 8.78204 -2.93825 0.108
H -2.79933 8.09376 -4.36277 0.092
H -3.71623 5.87521 -4.38901 0.124
H -4.19407 6.02771 -2.78851 0.122
H -2.28432 4.85479 -2.57050 0.116
H -1.60453 6.40743 -2.32946 0.119
H 0.71017 4.56315 -4.40668 0.086
H -0.24555 3.65962 -3.38048 0.069
H 0.28948 5.26079 -2.76537 0.069
C 10.47668 5.18731 -6.42566 -0.089
O 9.12781 5.19837 -5.96136 -0.221
C 8.82790 4.24148 -4.97229 -0.222
C 8.65429 2.77315 -5.57994 -0.138
N 7.76643 2.79951 -6.82592 -0.073
C 6.41978 3.39878 -6.63691 -0.168
C 5.58170 2.88323 -5.39858 -0.127
O 5.80788 3.79242 -4.24782 -0.248
C 5.20782 3.42788 -3.01758 -0.117
H 11.04452 5.39074 -5.51775 0.089
H 10.61526 5.87212 -7.26228 0.088
H 10.70929 4.23142 -6.89498 0.076
H 7.89966 4.54138 -4.48593 0.096
H 9.54502 4.33011 -4.15621 0.111
H 8.33146 2.16409 -4.73560 0.102
H 9.64400 2.40044 -5.84386 0.092
H 8.15067 3.35434 -7.57733 0.087
H 5.87639 3.40170 -7.58180 0.110
H 6.75180 4.43008 -6.51742 0.100
H 5.71523 1.87247 -5.01304 0.110
H 4.50493 2.98334 -5.53510 0.108
H 4.11891 3.47653 -3.01427 0.066
H 5.49191 4.08365 -2.19456 0.089
H 5.39986 2.37426 -2.81482 0.079
C 1.23802 7.37313 -0.59741 -0.137
O 0.52916 6.21417 -0.28803 -0.179
C 0.42875 6.18895 1.10210 -0.220
C -0.42803 4.92677 1.43180 -0.188
N -0.14637 4.31936 2.69795 -0.045
C 1.14001 3.64792 2.83943 -0.168
C 1.41467 3.36509 4.31551 -0.320
O 0.75379 2.33152 4.80209 -0.179
C 1.07038 2.12973 6.22593 -0.048
H 2.19616 7.59715 -0.12849 0.091
H 0.59251 8.22898 -0.40009 0.090
H 1.34114 7.41799 -1.68160 0.086
H -0.32961 6.87135 1.48592 0.119
H 1.32392 6.42473 1.67759 0.121
H -0.41110 4.17650 0.64130 0.088
H -1.48978 5.17310 1.44224 0.119
H -0.82879 3.75009 3.17789 0.047
H 1.91151 4.34286 2.50784 0.114
H 1.25482 2.71420 2.28890 0.098
H 1.04713 4.17880 4.94072 0.119
H 2.48669 3.34518 4.51167 0.121
H 0.47531 1.34193 6.68786 0.084
H 0.84089 3.08169 6.70469 0.079
H 2.12517 2.03311 6.48320 0.087

---

Ranking the structures above by energy, #A is first and the second is 153.3 kcal/mol behind.